Entry 1:
The following is a quantum chemistry calculation of a molecular structure, C21H24ClHfN, from the Open Molecules 2025 dataset.

Last column: Löwdin charge in e.
Positions of all 48 atoms, in Å:
Hf: -0.075 -0.441 0.214  1.20
Cl: 0.063 0.112 -2.057  0.07
N: 0.435 1.179 1.523  0.09
C: -0.754 1.714 4.757  0.00
C: 1.695 1.737 4.787  0.00
C: 0.481 1.655 4.068  -0.21
C: -1.850 -1.017 1.778  -0.19
C: 1.165 -2.584 -0.234  -0.17
C: -2.041 -1.898 0.652  -0.18
C: 1.442 0.749 -5.871  0.00
C: -0.176 -1.170 -6.219  0.01
C: -1.053 1.187 -5.906  0.00
C: 2.286 -0.891 0.874  -0.18
C: -2.550 0.256 -0.039  -0.17
C: 0.442 1.932 6.849  -0.02
C: 1.670 1.879 6.175  -0.03
C: 0.502 1.473 2.670  -0.04
C: 0.721 -2.581 1.122  -0.19
C: 1.415 -1.536 1.815  -0.19
C: -2.468 -1.112 -0.457  -0.18
C: 2.146 -1.557 -0.385  -0.19
C: 0.069 0.249 -5.948  -0.20
C: -2.191 0.306 1.349  -0.19
C: -0.767 1.852 6.146  -0.04
H: -2.345 1.166 1.999  0.11
H: -2.027 -2.988 0.678  0.13
H: -1.968 0.711 -5.517  0.12
H: -1.684 1.662 4.186  0.11
H: 2.609 1.960 6.723  0.12
H: 2.634 1.701 4.233  0.13
H: 2.759 -1.370 -1.269  0.12
H: -1.724 1.914 6.669  0.13
H: -1.305 1.577 -6.910  0.15
H: -1.669 -1.329 2.809  0.13
H: 1.838 1.026 -6.867  0.15
H: -0.828 2.063 -5.277  0.11
H: -2.817 -1.506 -1.412  0.12
H: -0.201 -1.387 -7.303  0.15
H: 0.613 -1.809 -5.790  0.12
H: -1.146 -1.500 -5.812  0.12
H: 0.426 2.051 7.937  0.13
H: 3.025 -0.116 1.109  0.13
H: -2.884 1.099 -0.644  0.12
H: 0.916 -3.333 -0.986  0.13
H: 2.130 -0.009 -5.461  0.12
H: 1.434 -1.380 2.897  0.13
H: 1.512 1.652 -5.244  0.11
H: 0.098 -3.347 1.592  0.13

net charge = +2
Kohn-Sham gap = 6.21 eV

=====

Entry 2:
The following is a quantum chemistry calculation of a molecular structure, CH5N3O2, from the Open Molecules 2025 dataset.

Last column: Löwdin charge in e.
Positions of all 11 atoms, in Å:
O: 1.303 0.480 -1.573  -0.08
O: 1.183 -0.026 2.006  -0.09
N: 0.943 -0.486 0.768  -0.04
N: 1.086 0.845 -0.452  -0.09
N: -0.341 0.295 0.122  -0.12
C: -1.142 -0.542 -0.732  -0.08
H: -2.180 -0.447 -0.442  0.08
H: -0.838 -1.589 -0.705  0.09
H: 1.762 0.762 1.971  0.10
H: -0.772 0.914 0.805  0.15
H: -1.003 -0.206 -1.768  0.08

Kohn-Sham gap (spin up / spin down) = 9.47 / 9.47 eV

=====

Entry 3:
The following is a quantum chemistry calculation of 2 unconnected molecules or ions with the total composition C5H14NO, from the Open Molecules 2025 dataset.

Last column: Löwdin charge in e.
Positions of all 21 atoms, in Å:
O: 0.108 -2.883 2.788  -0.04
N: -0.379 -2.105 0.085  0.17
C: -0.802 1.490 -1.127  -0.19
C: 0.320 2.504 -1.403  -0.25
C: 1.372 2.551 -0.277  -0.08
C: -0.310 0.075 -0.999  -0.07
C: -0.591 -0.620 0.091  -0.07
H: 0.050 -3.836 2.939  0.07
H: 0.775 2.250 -2.365  0.11
H: -1.276 -2.597 0.139  0.17
H: -1.328 1.744 -0.215  0.12
H: -0.330 -2.514 3.565  0.07
H: 1.606 3.581 -0.051  0.08
H: 0.189 -2.443 0.871  0.11
H: 2.237 1.958 -0.579  0.08
H: 1.012 1.985 0.587  0.06
H: 0.060 -2.366 -0.805  0.16
H: -0.536 -0.325 1.128  0.13
H: 0.255 -0.365 -1.815  0.13
H: -0.134 3.461 -1.654  0.11
H: -1.437 1.460 -2.012  0.13

net charge = +1
Kohn-Sham gap = 10.88 eV

=====

One value per record, in order, for energy above the lowest of the compared OMol25 structures with the same formula, charge and spin: 0.0000; 5.9129; 1.7279 eV.